{
  "formula": "C5H11N5",
  "method": "ωB97M-V/def2-TZVPD",
  "symbols": ["C", "C", "H", "H", "N", "N", "H", "H", "H", "N", "H", "H", "H", "N", "C", "N", "C", "H", "C", "H", "H"],
  "positions_angstrom": [[2.0476, -5.4064, -2.7749], [3.8724, -3.7422, -3.2525], [-3.6852, 7.2585, 2.9953], [2.7867, -6.0485, -2.1871], [1.8581, -2.6468, -2.9834], [3.9044, -2.3571, -3.4153], [5.1444, -5.3013, -3.2922], [-6.1070, 6.9195, 2.8920], [4.8162, -1.9047, -3.4432], [2.7317, -1.9016, -3.1935], [1.9177, -5.7795, -3.8650], [1.0732, -5.3467, -2.2530], [-2.3301, 5.4836, 3.6838], [2.6767, -4.0915, -2.8077], [-5.6021, 6.2528, 3.5098], [5.0096, -4.3685, -3.5120], [-4.1962, 6.3307, 3.3761], [-3.8041, 4.4899, 4.5658], [-3.3911, 5.3352, 3.9117], [5.5190, -4.1045, -4.3371], [-6.0561, 5.4591, 4.0165]],
  "forces_ev_per_a": [[0.80, -1.01, -0.74], [-1.22, 0.51, 0.72], [-0.86, -1.25, -0.17], [-1.33, 0.46, -0.83], [-1.49, -4.26, 1.73], [1.98, -3.26, -0.03], [-0.02, -2.11, 0.62], [-1.56, 1.26, -0.44], [-0.78, 0.85, 0.00], [0.27, 5.16, -0.97], [0.14, 0.42, 1.95], [0.71, 0.00, -0.32], [-0.16, -0.74, 0.44], [0.64, 2.10, -1.62], [3.89, -0.12, -1.08], [0.10, 0.67, -0.48], [-0.50, 0.66, 1.22], [0.82, 1.17, -1.25], [-0.84, 0.08, 0.52], [0.24, 0.42, -0.07], [-0.82, -1.00, 0.79]],
  "nbo_charge": [-0.44, 0.60, 0.28, 0.24, 0.11, -0.37, 0.43, 0.23, 0.46, 0.08, 0.24, 0.27, 0.24, -0.28, 0.11, -0.76, -0.37, 0.25, 0.04, 0.43, 0.22],
  "gap_ev": 7.45,
  "charge": 2,
  "e_lumo_ev": -9.08,
  "mol_weight_g_mol": 141.18
}

***

{
  "formula": "C17H10BF11N7O4RuS3",
  "method": "ωB97M-V/def2-TZVPD",
  "symbols": ["S", "F", "Ru", "N", "N", "C", "C", "H", "H", "H", "C", "C", "C", "C", "S", "F", "C", "H", "H", "B", "H", "C", "F", "C", "C", "C", "N", "N", "O", "F", "F", "F", "C", "C", "N", "H", "F", "F", "C", "H", "C", "N", "O", "C", "S", "H", "H", "C", "F", "F", "F", "O", "N", "O"],
  "positions_angstrom": [[-1.3431, 0.2753, -2.1712], [-4.4518, -4.6590, -1.3332], [0.2861, 0.6217, -0.6519], [0.8318, 2.1891, -1.8569], [1.4225, 3.2405, -1.2567], [3.5259, 1.9437, 1.5130], [-3.7504, -3.5451, -1.5097], [0.4710, 1.6612, -3.8546], [2.3463, 5.0093, -1.8983], [-2.4248, 1.2850, 0.9887], [-3.2886, -1.2697, -0.9437], [-2.2467, -1.2041, -1.8571], [0.0845, -4.1142, 0.0149], [4.0698, 0.6780, 1.4284], [1.1506, -2.6186, 0.1856], [-1.5978, -0.8347, 3.8259], [-1.9790, -2.3561, -2.5888], [-2.2932, 3.1923, 2.9551], [3.4322, -0.9468, 0.0316], [1.6346, 3.2459, 0.2753], [0.1239, 4.4161, 2.4880], [-1.5698, 2.9748, 2.1902], [-1.1711, -3.8222, 0.3407], [-4.0353, -2.4184, -0.7600], [1.5162, 3.5977, -3.4347], [-0.3546, 3.6006, 1.9719], [2.5429, 2.0500, 0.6145], [0.2283, 3.0487, 0.9071], [2.3983, -2.9869, -0.3947], [-5.0215, -2.4450, 0.1345], [-1.8574, -1.4814, 1.7811], [-0.9750, -2.3711, -3.4659], [-1.1239, -1.6455, 2.8836], [-1.6571, 2.0089, 1.1970], [2.4158, 0.8801, -0.0686], [4.8865, 0.2730, 1.9982], [-2.4276, -4.6040, -3.1377], [-3.6205, -0.1976, -0.2164], [1.8459, 4.1022, -2.1916], [3.7892, 2.7841, 2.1342], [0.8804, 2.3847, -3.1690], [1.2431, -2.4197, 1.7359], [0.3639, -1.5953, -0.5165], [-2.7160, -3.5145, -2.4293], [0.6416, -1.2076, 2.5534], [2.1026, 4.2832, 0.6400], [1.7018, 4.0385, -4.3973], [3.3337, 0.0508, 0.4284], [0.5282, -5.0779, 0.8073], [0.1159, -4.5294, -1.2494], [-1.2338, -2.9038, 3.2908], [1.2423, -1.1515, 3.8407], [-0.5699, 2.0745, 0.4251], [0.5530, 0.0100, 1.7723]],
  "forces_ev_per_a": [[-0.35, 0.50, 0.26], [-0.02, 0.00, -0.01], [0.38, 0.05, -0.72], [-0.06, -0.28, 0.32], [0.04, -0.01, 0.06], [0.06, 0.15, -0.01], [0.05, -0.01, 0.01], [-0.02, -0.01, 0.07], [0.00, 0.00, -0.03], [0.00, -0.03, 0.02], [-0.06, 0.06, -0.01], [0.29, -0.25, -0.03], [0.08, -0.04, -0.07], [0.04, -0.04, -0.03], [0.02, -0.05, 0.40], [0.00, -0.01, -0.02], [0.07, -0.05, 0.00], [0.00, 0.00, 0.00], [0.00, 0.00, 0.05], [-0.20, 0.10, -0.10], [0.00, -0.02, 0.02], [-0.09, 0.00, -0.02], [-0.09, 0.01, 0.08], [0.02, -0.01, 0.00], [0.00, 0.03, 0.06], [0.04, 0.15, -0.05], [0.03, -0.09, -0.16], [0.15, -0.12, -0.12], [0.06, 0.00, -0.03], [-0.02, 0.00, 0.00], [-0.05, -0.02, -0.14], [-0.05, 0.00, 0.01], [0.06, 0.02, 0.09], [0.00, 0.05, -0.10], [-0.55, 0.19, 0.54], [0.00, -0.01, 0.00], [0.00, 0.00, 0.00], [0.03, 0.02, 0.02], [-0.06, -0.04, -0.03], [0.00, -0.01, 0.00], [0.01, 0.01, -0.13], [-0.24, 0.02, -0.25], [0.10, 0.09, -0.14], [-0.02, 0.01, -0.02], [0.17, 0.00, -0.10], [0.06, -0.02, 0.05], [0.01, 0.01, 0.01], [0.02, -0.08, -0.18], [0.01, -0.01, -0.04], [-0.01, 0.06, 0.08], [0.00, 0.01, 0.01], [0.03, 0.00, 0.00], [0.32, -0.21, 0.11], [-0.24, -0.13, 0.27]],
  "nbo_charge": [0.04, -0.28, 0.95, -0.21, -0.30, 0.02, 0.29, 0.24, 0.23, 0.25, 0.33, -0.31, 0.74, -0.33, 2.26, -0.30, 0.35, 0.24, 0.24, 0.53, 0.23, -0.32, -0.31, 0.30, -0.34, 0.02, -0.32, -0.30, -0.90, -0.29, -0.32, -0.29, 0.72, 0.00, -0.34, 0.24, -0.28, -0.30, 0.01, 0.23, -0.01, -1.21, -0.99, 0.27, 2.28, -0.02, 0.24, -0.01, -0.29, -0.30, -0.30, -0.89, -0.22, -0.98],
  "spin_multiplicity": 2,
  "gap_ev": [8.03, 7.58],
  "s_squared": 0.758,
  "e_lumo_ev": [-0.89, -1.72],
  "mol_weight_g_mol": 793.37
}